19
Properties=species:S:1:pos:R:3:forces:R:3:lowdin_spin:R:1 method="wB97M-V/def2-TZVPD" s2=0.7505 relative_energy_kcal_mol=13.5 spin_multiplicity=2 orbital_gap_ev="3.80 / 10.08"
N 0.39341 -0.89980 -0.07655 -0.937 0.262 0.072 0.16
C 0.12054 0.05251 -1.19764 -0.784 -0.177 0.416 0.13
C -1.30284 0.65729 -1.03880 0.281 -0.188 -0.833 0.04
N -1.74740 0.65826 0.32430 0.476 -0.053 0.821 0.03
C -1.31465 1.82210 1.08653 0.054 0.329 -0.747 0.03
H 0.31522 -0.40112 0.82375 0.459 0.011 0.076 0.06
H -0.37331 -1.60065 -0.00480 0.109 -0.344 -0.316 0.14
H 1.28656 -1.39944 -0.16779 0.325 0.005 0.108 0.07
H 0.82214 0.84598 -1.11670 0.893 0.464 0.019 0.02
H 0.29142 -0.49361 -2.12504 -0.205 0.076 -0.034 0.06
H -1.24965 1.68333 -1.43035 -0.072 -0.064 -0.162 0.00
H -1.97966 0.09713 -1.68910 -0.118 -0.005 0.297 0.02
H -2.71866 0.46655 0.46914 -0.352 -0.103 -0.244 0.01
H -1.32545 1.65723 2.15987 -0.314 0.031 0.047 0.01
H -1.85325 2.72450 0.76953 -0.278 0.042 0.451 0.00
H -0.29300 2.06843 0.81823 0.439 -0.240 0.051 0.01
H 3.26317 -2.47486 -0.00440 -0.093 -0.001 0.036 0.06
H 3.96729 -1.67127 1.09164 -0.083 0.085 0.046 0.03
O 3.10524 -1.79063 0.66726 0.200 -0.129 -0.103 0.14


20
Properties=species:S:1:pos:R:3:forces:R:3:lowdin_charge:R:1 method="wB97M-V/def2-TZVPD" relative_energy_kcal_mol=78.7 smiles="OSc1ccc[nH]1.C=NC" orbital_gap_ev=8.42
O 0.91080 -2.02034 -0.14144 1.177 -0.708 -0.582 -0.50
S 1.90633 -1.49776 1.02652 0.274 1.842 -0.171 0.88
C 2.43469 0.13555 0.34581 -0.950 -2.666 0.142 -0.54
C 1.77154 1.06242 -0.44681 0.464 -1.205 1.837 -0.09
C 2.74910 2.03338 -0.70556 0.823 1.623 -0.867 -0.11
C 3.92744 1.67738 -0.09430 -3.442 -2.230 -0.478 -0.12
N 3.76315 0.40890 0.44489 -0.744 1.931 -0.128 0.01
H 0.02883 -1.66630 -0.01881 -1.264 0.174 0.126 -0.06
H 0.70000 1.02598 -0.52388 -0.030 0.240 -0.595 0.09
H 2.69440 2.91684 -1.36869 -0.234 -0.624 0.662 0.11
H 4.82499 2.08742 -0.16086 3.718 1.830 -0.157 0.06
H 4.34790 0.03677 1.16116 0.335 -0.410 0.146 0.13
C -2.41520 -1.32212 0.82245 -0.516 -0.062 4.573 -0.06
N -1.73076 -1.41447 -0.17548 1.641 0.839 -3.158 -0.15
C -2.12946 -1.15210 -1.54516 -1.164 -1.816 0.267 -0.10
H -1.79180 -1.63856 1.70798 -1.314 0.429 -0.149 0.09
H -3.43971 -0.93855 1.02871 0.392 -0.335 -0.755 0.09
H -1.59908 -0.30229 -1.97024 0.239 -0.344 -0.070 0.08
H -1.84167 -2.16932 -1.93520 -0.239 1.427 -0.849 0.10
H -3.23766 -1.02769 -1.68742 0.835 0.064 0.207 0.09


34
Properties=species:S:1:pos:R:3:forces:R:3:lowdin_charge:R:1 method="wB97M-V/def2-TZVPD" charge=-1 orbital_gap_ev=7.24
F 5.47267 -0.45157 2.15496 -1.367 2.357 -1.579 0.09
C 4.98806 0.48036 1.21094 2.223 -0.044 -1.701 -0.33
F 5.88210 0.36086 0.10562 -1.419 0.244 2.122 0.06
F 5.13295 1.80179 1.65144 -0.515 -3.231 -0.501 0.11
C 3.53332 0.13116 0.66832 -1.295 -0.536 0.355 -0.31
F 3.24125 0.96160 -0.43608 1.240 -1.183 2.275 0.01
F 3.45346 -1.19687 0.16338 0.835 2.450 1.128 0.06
C 2.34666 0.27823 1.72373 -1.751 0.027 -0.386 -0.40
F 2.51084 1.35655 2.64273 0.847 -1.546 -0.947 -0.06
F 2.13673 -0.90506 2.50435 1.424 1.492 -0.728 -0.07
In 0.36358 0.62377 0.58270 -0.112 -0.386 -0.476 0.34
H -0.51111 2.01159 1.28390 0.885 -0.367 0.361 -0.15
H 0.67467 0.97800 -1.16932 -0.061 -0.065 0.452 -0.11
H -0.58763 -0.92017 0.63056 0.596 0.537 0.257 -0.12
C -2.74880 -2.68733 -1.26256 -0.138 0.156 -0.105 -1.02
Cl -2.01470 -3.72551 -0.03237 -0.008 -0.188 -0.052 0.48
Cl -3.04227 -1.05992 -0.64195 -0.261 -0.701 -0.418 0.45
H -2.07684 -2.62308 -2.11645 0.030 0.039 0.221 0.03
H -3.69682 -3.12441 -1.57119 0.118 0.018 0.143 0.02
C 5.38394 -3.50508 3.36054 -0.196 0.260 -0.078 -1.04
Cl 4.10666 -4.66174 2.96922 -0.013 0.078 0.012 0.50
Cl 6.91099 -4.33027 3.70512 0.136 0.041 0.050 0.48
H 5.52665 -2.83645 2.51467 -0.009 -0.207 0.074 0.01
H 5.08608 -2.93275 4.23666 0.038 -0.174 -0.083 0.03
C -3.86822 2.63045 -0.47378 0.260 0.036 -0.106 -0.99
Cl -5.18056 1.50487 -0.85687 -0.298 0.135 0.003 0.45
Cl -2.34640 1.78220 -0.15811 -1.107 1.102 -0.210 0.41
H -3.72683 3.30434 -1.31744 -0.065 -0.177 0.029 0.01
H -4.14251 3.20032 0.41215 0.010 -0.199 -0.062 0.03
C -6.55190 2.72068 -4.64519 0.026 -0.032 -0.165 -1.02
Cl -7.36302 1.40794 -3.78413 -0.066 -0.032 -0.153 0.49
Cl -5.86996 3.90015 -3.51957 0.017 0.120 -0.136 0.50
H -5.74867 2.30367 -5.24948 -0.051 0.015 0.209 0.03
H -7.27436 3.22166 -5.28652 0.045 -0.037 0.197 0.02


25
Properties=species:S:1:pos:R:3:forces:R:3:lowdin_charge:R:1 method="wB97M-V/def2-TZVPD" relative_energy_kcal_mol=125.9 smiles="C=C(C)C(C)C.C=C=[SiH2]" orbital_gap_ev="8.65 / 8.65"
C -0.49108 0.61945 -1.46294 -0.508 1.527 0.139 0.01
C -0.72497 0.23472 -0.20549 -0.577 -1.792 -1.338 -0.41
C -0.86474 -1.29080 0.05001 -2.641 -0.180 0.590 -0.08
C -0.96176 1.14238 0.95939 0.726 0.789 -0.710 -0.39
C -0.11756 0.54036 2.13746 -2.405 2.271 0.598 -0.06
C -2.49616 1.28010 1.10481 0.483 -1.362 0.473 -0.07
H -0.58761 1.69688 -1.73041 0.514 -0.732 0.342 0.08
H -0.29593 -0.02373 -2.31061 -0.148 -0.317 0.227 0.06
H -0.09626 -1.66641 0.65241 1.463 -0.453 0.966 0.01
H -1.83385 -1.67356 0.68231 1.969 1.391 -1.655 0.13
H -0.84371 -1.88900 -0.86796 -0.127 0.403 0.056 0.07
H -0.57676 2.21166 0.67534 -0.350 -1.942 0.647 0.16
H 0.10417 1.45477 2.71520 -0.060 -0.883 0.658 0.08
H -0.63722 -0.26218 2.68879 0.035 0.661 -0.027 0.09
H 0.79326 0.15325 1.82519 1.714 -0.630 -0.885 0.02
H -2.80842 1.80623 0.24193 -0.402 1.159 -0.704 0.05
H -2.83162 1.78689 2.03342 0.053 -0.607 -0.550 0.09
H -2.95177 0.28244 0.86416 0.132 0.686 1.170 0.08
C 3.41451 -1.24005 -3.61025 -4.980 -1.001 1.485 -0.11
C 3.09333 -1.10163 -2.33132 0.670 0.243 0.309 -0.38
Si 2.73845 -0.71165 -0.69402 0.262 0.428 -1.589 0.68
H 4.29900 -1.31208 -4.08969 3.218 0.214 -0.944 0.00
H 2.56179 -1.54470 -4.29770 0.845 0.581 0.678 0.07
H 2.41871 0.67483 -0.38038 0.072 0.197 -0.021 -0.09
H 2.60745 -1.55398 0.47246 0.042 -0.650 0.084 -0.10


Number 1: calculated total energy -306.708076 hartree, largest force on an atom 1.01 eV/Å, molar mass 93.15 g mol⁻¹. Number 2: calculated total energy -817.466276 hartree, largest force on an atom 4.60 eV/Å, molar mass 158.23 g mol⁻¹. Number 3: calculated total energy -4843.964492 hartree, largest force on an atom 3.31 eV/Å, molar mass 626.59 g mol⁻¹. Number 4: calculated total energy -603.722007 hartree, largest force on an atom 5.29 eV/Å, molar mass 140.30 g mol⁻¹.